# 1
The following is a quantum chemistry calculation of a molecular structure, C19H19Br4CrF7N4O8S2Si, from the OMol25 dataset.

Positions of all 65 atoms, in Å:
Cr1 0.174 -0.272 -0.389
C1 0.367 -4.744 0.336
Si1 0.734 -3.472 -0.998
C2 2.148 -4.082 -2.069
C3 -0.765 -3.336 -2.089
N1 1.208 -1.944 -0.290
C4 2.464 -1.728 0.233
C5 3.314 -2.679 0.826
C6 4.560 -2.327 1.330
C7 5.020 -1.018 1.284
C8 4.209 -0.044 0.710
C9 2.996 -0.435 0.216
F1 2.182 0.524 -0.373
H1 -0.146 -5.606 -0.102
H2 -0.293 -4.310 1.094
H3 1.267 -5.110 0.838
H4 1.930 -5.079 -2.467
H5 3.100 -4.133 -1.534
H6 2.277 -3.401 -2.916
H7 -0.808 -4.201 -2.757
H8 -0.714 -2.431 -2.700
H9 -1.693 -3.306 -1.516
H10 2.972 -3.703 0.896
H11 5.182 -3.095 1.774
H12 5.990 -0.754 1.685
H13 4.505 0.996 0.648
Br1 -1.079 2.809 -6.402
C10 -0.911 2.467 -4.553
C11 -1.272 3.431 -3.619
Br2 -1.912 5.121 -4.166
C12 -1.159 3.139 -2.250
Br3 -1.627 4.384 -0.904
C13 -0.695 1.910 -1.824
O1 -0.594 1.543 -0.545
C14 -0.288 0.950 -2.771
O2 0.199 -0.190 -2.285
C15 -0.416 1.226 -4.119
Br4 0.080 -0.151 -5.310
C16 -0.111 -1.161 3.935
O3 0.207 0.240 3.871
C17 0.372 0.723 2.631
O4 0.315 -0.035 1.660
N2 0.571 2.030 2.644
N3 1.022 2.770 1.517
H14 -0.386 -1.345 4.969
H15 0.757 -1.757 3.660
H16 -0.936 -1.399 3.270
H17 0.707 2.452 3.545
H18 0.688 3.714 1.676
H19 0.466 2.437 0.716
F2 -3.429 1.725 0.409
C18 -3.469 0.495 0.872
F3 -2.617 0.392 1.912
F4 -4.689 0.220 1.310
S1 -2.979 -0.816 -0.401
O5 -1.603 -1.189 0.005
O6 -3.935 -1.863 -0.204
N4 -2.883 -0.189 -1.826
S2 -4.189 0.351 -2.585
O7 -3.783 1.205 -3.652
O8 -5.240 0.757 -1.691
C19 -4.844 -1.179 -3.449
F5 -3.922 -2.140 -3.504
F6 -5.192 -0.858 -4.695
F7 -5.919 -1.653 -2.825

Results
Energy above the lowest of the compared OMol25 structures with the same formula, charge and spin ... 30.86 kJ/mol
2S+1 ... 4
HOMO energy (alpha / beta) ... -4.995 / -5.146 eV
Frontier orbital gap (alpha / beta) ... 7.1 / 7.3 eV
Molar mass ... 1028.2 g/mol
Net charge ... -1

# 2
The following is a quantum chemistry calculation of a molecular structure, C19H19BrFNReSi, from the OMol25 dataset.

Positions of all 43 atoms, in Å:
Re1 1.124 -0.370 -0.263
Br1 0.291 0.261 2.055
C1 -0.186 -1.566 2.449
C2 -0.960 -1.842 3.540
C3 -1.170 -3.191 3.875
C4 -0.592 -4.186 3.130
C5 0.197 -3.882 1.998
C6 0.837 -4.895 1.240
C7 1.624 -4.597 0.153
C8 1.775 -3.268 -0.251
C9 1.174 -2.218 0.451
C10 0.392 -2.534 1.620
H1 -1.387 -1.053 4.145
H2 -1.772 -3.431 4.740
H3 -0.726 -5.223 3.411
H4 0.699 -5.927 1.539
H5 2.105 -5.388 -0.405
H6 2.347 -3.058 -1.147
C11 3.130 0.693 -0.792
Si1 2.513 0.479 -2.631
C12 3.617 -0.683 -3.539
C13 2.250 2.122 -3.412
N1 1.003 -0.340 -2.137
C14 -0.127 -0.845 -2.799
C15 -0.277 -1.038 -4.167
C16 -1.487 -1.521 -4.648
C17 -2.546 -1.795 -3.790
C18 -2.426 -1.594 -2.416
C19 -1.213 -1.138 -1.995
F1 -0.982 -0.866 -0.619
H7 4.206 0.504 -0.880
H8 3.019 -0.026 0.104
H9 3.022 1.695 -0.371
H10 4.601 -0.227 -3.679
H11 3.223 -0.901 -4.533
H12 3.755 -1.628 -3.011
H13 3.200 2.653 -3.512
H14 1.569 2.749 -2.834
H15 1.838 2.008 -4.417
H16 0.539 -0.820 -4.844
H17 -1.607 -1.680 -5.710
H18 -3.481 -2.162 -4.189
H19 -3.237 -1.781 -1.726

Results
Energy above the lowest of the compared OMol25 structures with the same formula, charge and spin ... 1.49 kJ/mol
2S+1 ... 2
HOMO energy (alpha / beta) ... -14.707 / -14.820 eV
Frontier orbital gap (alpha / beta) ... 5.9 / 6.0 eV
Molar mass ... 574.6 g/mol
Net charge ... +2

# 3
The following is a quantum chemistry calculation of a molecular structure, C19H19BrIrN6O2P at a distorted geometry, from the OMol25 dataset.

Positions of all 49 atoms, in Å:
Ir1 -0.263 -0.148 -0.113
C1 2.033 3.152 3.587
N1 1.271 2.038 3.016
C2 0.611 1.081 3.737
C3 0.032 0.232 2.845
N2 0.334 0.685 1.588
C4 1.096 1.772 1.708
P1 1.800 2.663 0.291
C5 0.252 2.739 -0.668
N3 -0.569 1.703 -0.854
C6 -1.621 2.125 -1.615
C7 -1.427 3.447 -1.894
N4 -0.254 3.818 -1.297
C8 0.331 5.161 -1.346
C9 2.405 1.122 -0.455
N5 1.656 0.029 -0.595
C10 2.437 -0.962 -1.127
C11 3.679 -0.442 -1.327
N6 3.646 0.859 -0.905
C12 4.778 1.789 -0.944
H1 1.950 3.099 4.668
H2 3.080 3.075 3.307
H3 1.625 4.101 3.247
H4 0.604 1.077 4.813
H5 -0.578 -0.639 3.015
H6 -2.424 1.469 -1.905
H7 -2.026 4.138 -2.463
H8 -0.326 5.796 -1.932
H9 0.417 5.571 -0.342
H10 1.309 5.129 -1.820
H11 2.058 -1.947 -1.337
H12 4.569 -0.891 -1.732
H13 5.622 1.276 -1.392
H14 4.530 2.658 -1.548
H15 5.045 2.099 0.064
Br1 -2.168 -7.311 0.884
C13 -2.726 -5.711 0.069
C14 -3.913 -5.680 -0.655
C15 -4.335 -4.503 -1.261
C16 -3.576 -3.354 -1.148
C17 -2.387 -3.396 -0.419
C18 -1.953 -4.576 0.195
C19 -1.584 -2.205 -0.292
O1 -1.920 -1.060 -0.837
O2 -0.481 -2.163 0.358
H16 -4.506 -6.581 -0.743
H17 -5.259 -4.493 -1.821
H18 -3.893 -2.432 -1.615
H19 -1.030 -4.593 0.756

Results
Energy above the lowest of the compared OMol25 structures with the same formula, charge and spin ... 0.00 kJ/mol
HOMO energy ... -13.535 eV
Frontier orbital gap ... 6.7 eV
Molar mass ... 666.5 g/mol
Net charge ... +2

# 4
The following is a quantum chemistry calculation of a single C19H19BrN2O3 molecule at a distorted geometry, from the OMol25 dataset.

Positions of all 44 atoms, in Å:
O1 -0.567 -2.657 1.366
C1 -0.686 -1.388 0.971
N1 -1.227 -0.939 -0.276
C2 -0.943 0.517 -0.160
C3 -0.137 0.833 -1.286
C4 -0.181 2.297 -1.614
C5 -1.432 2.845 -2.135
C6 -1.827 2.766 -3.304
C7 -3.248 3.185 -3.677
C8 -3.969 3.794 -2.542
C9 -3.510 3.880 -1.301
C10 -2.327 3.393 -1.247
C11 -0.477 0.731 1.144
O2 -0.325 1.762 1.612
N2 -0.114 -0.331 1.683
C12 0.635 -0.466 2.915
C13 1.984 -0.053 2.711
O3 2.610 -0.734 1.389
C14 2.639 -1.919 1.534
C15 2.563 -2.953 2.367
C16 2.803 -4.224 2.208
C17 2.658 -4.910 0.989
C18 2.617 -3.858 0.032
Br1 2.615 -4.648 -1.935
C19 2.554 -2.598 0.150
H1 -1.447 -1.610 -0.879
H2 -2.037 0.805 -0.295
H3 0.868 0.420 -1.429
H4 -0.550 0.183 -2.306
H5 0.486 2.267 -2.462
H6 0.278 2.683 -0.675
H7 -1.506 2.258 -3.988
H8 -3.594 2.911 -4.737
H9 -4.994 4.100 -2.956
H10 -4.360 4.202 -0.586
H11 -1.766 3.638 -0.080
H12 0.624 -1.414 3.079
H13 0.071 0.280 3.652
H14 2.083 0.870 2.314
H15 2.513 -0.520 3.528
H16 2.540 -2.636 3.367
H17 2.664 -5.173 3.002
H18 2.871 -5.840 0.740
H19 2.549 -1.750 -0.881

Results
Energy above the lowest of the compared OMol25 structures with the same formula, charge and spin ... 1418.47 kJ/mol
HOMO energy ... -8.461 eV
Frontier orbital gap ... 9.0 eV
Molar mass ... 403.3 g/mol
Net charge ... 0

# 5
The following is a quantum chemistry calculation of 11 unconnected molecules or ions with the total composition C19H19Cl40NO5P, from the OMol25 dataset.

Positions of all 85 atoms, in Å:
C1 1.811 0.467 -0.654
C2 1.321 1.220 -1.889
C3 2.071 0.718 -3.115
C4 -0.179 1.021 -2.132
C5 -1.098 1.655 -1.100
O1 -1.145 0.793 0.043
P1 -2.820 1.733 -1.674
O2 -3.734 2.186 -0.622
O3 -3.022 0.284 -2.301
O4 -2.870 2.636 -3.008
C6 -0.620 3.072 -0.716
C7 0.541 3.671 -1.521
C8 0.135 4.188 -2.906
C9 1.110 4.828 -0.705
N1 1.623 2.668 -1.679
O5 2.686 3.113 -2.228
H1 1.376 0.857 0.264
H2 1.548 -0.588 -0.736
H3 2.898 0.548 -0.586
H4 3.135 0.681 -2.904
H5 1.914 1.364 -3.979
H6 1.712 -0.281 -3.367
H7 -0.380 -0.052 -2.157
H8 -0.434 1.413 -3.119
H9 -1.641 1.252 0.739
H10 -3.819 0.200 -2.845
H11 -3.105 3.554 -2.806
H12 -0.305 2.998 0.329
H13 -1.437 3.798 -0.735
H14 0.840 4.954 -3.217
H15 0.153 3.405 -3.663
H16 -0.862 4.630 -2.878
H17 1.461 4.482 0.269
H18 0.331 5.576 -0.540
H19 1.933 5.299 -1.237
C10 1.221 -3.112 1.118
Cl1 1.018 -4.516 2.168
Cl2 1.776 -3.646 -0.475
Cl3 -0.323 -2.270 0.941
Cl4 2.408 -2.013 1.816
C11 -2.402 -7.108 1.416
Cl5 -3.561 -7.459 2.697
Cl6 -2.264 -5.366 1.199
Cl7 -0.824 -7.781 1.846
Cl8 -2.952 -7.847 -0.096
C12 1.551 7.190 -6.268
Cl9 1.346 6.078 -7.621
Cl10 -0.038 7.727 -5.704
Cl11 2.373 6.333 -4.956
Cl12 2.505 8.585 -6.761
C13 1.627 1.681 -6.600
Cl13 3.022 0.629 -6.845
Cl14 0.987 2.191 -8.168
Cl15 0.372 0.799 -5.715
Cl16 2.107 3.096 -5.667
C14 -5.150 1.893 2.779
Cl17 -5.271 3.504 2.080
Cl18 -5.630 1.939 4.478
Cl19 -6.206 0.779 1.906
Cl20 -3.480 1.317 2.670
C15 7.246 0.845 -2.484
Cl21 8.291 2.268 -2.531
Cl22 7.535 -0.143 -3.922
Cl23 7.611 -0.106 -1.038
Cl24 5.559 1.353 -2.446
C16 -7.746 -0.984 6.516
Cl25 -8.169 -2.221 7.703
Cl26 -7.240 0.487 7.360
Cl27 -6.428 -1.567 5.499
Cl28 -9.152 -0.623 5.510
C17 5.529 -2.903 4.756
Cl29 6.990 -3.845 5.083
Cl30 4.917 -2.210 6.258
Cl31 5.921 -1.600 3.623
Cl32 4.300 -3.943 4.041
C18 5.756 -4.132 10.006
Cl33 5.691 -5.459 11.170
Cl34 6.272 -4.742 8.434
Cl35 4.150 -3.406 9.854
Cl36 6.901 -2.910 10.567
C19 -7.854 -9.025 0.634
Cl37 -8.383 -8.151 2.076
Cl38 -8.033 -10.762 0.902
Cl39 -8.845 -8.538 -0.745
Cl40 -6.161 -8.649 0.309

Results
Energy above the lowest of the compared OMol25 structures with the same formula, charge and spin ... 0.00 kJ/mol
2S+1 ... 2
HOMO energy (alpha / beta) ... -8.182 / -9.631 eV
Frontier orbital gap (alpha / beta) ... 8.2 / 9.6 eV
Molar mass ... 1790.5 g/mol
Net charge ... 0

# 6
The following is a quantum chemistry calculation of a single C19H19ClN2O3S3 molecule at a distorted geometry, from the OMol25 dataset.

Positions of all 47 atoms, in Å:
C1 1.637 4.207 2.838
C2 2.399 2.988 2.363
C3 3.251 3.107 1.060
C4 2.528 3.256 -0.253
C5 1.718 1.975 -0.653
S1 1.364 2.106 -2.468
C6 0.405 0.661 -2.607
N1 0.743 -0.520 -2.131
C7 -0.240 -1.482 -2.406
C8 -0.164 -2.875 -2.177
C9 -0.998 -3.770 -2.777
Cl1 -0.689 -5.532 -2.624
C10 -1.983 -3.356 -3.682
C11 -2.152 -1.932 -3.869
C12 -1.227 -1.109 -3.262
S2 -1.089 0.623 -3.650
C13 0.277 1.856 -0.128
O1 -0.434 2.844 0.030
N2 0.061 0.798 0.717
S3 -1.540 0.601 1.358
O2 -2.374 1.029 0.274
O3 -1.733 1.421 2.618
C14 -1.682 -1.190 1.446
C15 -0.789 -1.908 2.289
C16 -0.822 -3.295 2.303
C17 -1.856 -4.010 1.605
C18 -2.699 -3.224 0.800
C19 -2.612 -1.896 0.680
H1 1.283 4.142 3.870
H2 2.148 5.195 2.717
H3 0.654 4.362 2.452
H4 3.097 2.760 3.123
H5 1.778 2.128 2.250
H6 3.945 3.896 0.999
H7 3.791 2.123 0.998
H8 1.735 3.950 -0.146
H9 3.217 3.598 -0.988
H10 2.243 1.070 -0.512
H11 0.657 -3.321 -1.700
H12 -2.666 -4.043 -4.241
H13 -2.776 -1.515 -4.560
H14 0.474 -0.106 0.515
H15 -0.065 -1.485 3.004
H16 -0.173 -3.961 2.713
H17 -1.809 -5.064 1.437
H18 -3.477 -3.737 0.257
H19 -3.355 -1.365 0.117

Results
HOMO energy ... -8.961 eV
Frontier orbital gap ... 8.7 eV
Molar mass ... 455.0 g/mol
Net charge ... 0